[1]
91
Properties=species:S:1:pos:R:3:forces:R:3:lowdin_charge:R:1 method="wB97M-V/def2-TZVPD" multiplicity=3 e_lumo_ev="-4.9 / -9.2" e_homo_ev="-11.60 / -11.59" s2=2.022 charge=+2 e_above_lowest_kcal_mol=25.3
Au -0.9420 0.2273 -0.1870 0.29 -0.50 0.14 0.80
N 0.9267 4.5777 -7.2318 0.22 0.24 -0.64 0.13
C 0.5174 4.1876 -6.0113 -0.18 -0.26 0.67 -0.31
C -0.8546 4.1345 -5.6922 0.29 0.00 0.08 -0.01
C -1.2698 3.6748 -4.4646 -0.03 0.14 -0.03 -0.07
C -0.3272 3.2553 -3.5338 -0.19 -0.37 0.89 -0.29
C 1.0313 3.3560 -3.8015 -0.08 -0.05 0.00 -0.07
C 1.4569 3.8234 -5.0241 -0.23 0.01 -0.18 -0.02
S -0.8625 2.5891 -1.9725 0.07 0.09 -1.01 0.59
O -2.0411 3.2514 -1.5087 -0.34 0.28 -0.04 -0.28
O 0.2524 2.5184 -1.0494 0.55 0.22 0.01 -0.39
N -1.2088 0.9649 -2.1666 2.10 0.80 1.63 -0.22
C -2.3452 0.5940 -2.7418 -3.25 -1.22 -1.66 -0.53
N -2.8963 -0.5567 -2.3138 1.32 -0.02 0.91 0.08
C -4.0328 -0.9521 -2.8348 -0.75 -0.03 -0.47 -0.14
C -4.7240 -0.2096 -3.7839 0.34 0.04 0.20 -0.03
C -4.0806 0.9531 -4.1853 -0.62 -0.53 -0.03 -0.11
N -2.9194 1.3238 -3.7005 1.14 0.73 0.33 0.13
H 0.2638 4.8214 -7.9492 0.14 0.01 0.13 0.11
H 1.9066 4.6753 -7.4412 -0.20 -0.01 -0.01 0.11
H -1.5740 4.4716 -6.4214 -0.14 0.02 -0.08 0.12
H -2.3143 3.6344 -4.2067 -0.07 0.03 -0.07 0.10
H 1.7306 3.0825 -3.0297 0.15 0.00 0.05 0.08
H 2.5085 3.9097 -5.2549 0.13 -0.01 0.06 0.11
H -4.4120 -1.8980 -2.4689 -0.13 -0.04 0.01 0.11
H -5.6849 -0.5079 -4.1663 -0.04 -0.05 -0.08 0.10
H -4.5197 1.6070 -4.9262 -0.05 0.06 -0.12 0.12
C 1.6253 -2.1066 1.1712 -0.10 -0.17 -1.15 -0.22
N 1.0479 -1.8403 2.4678 1.52 -0.10 1.02 -0.08
C 0.6267 -0.5188 2.8000 -0.16 0.36 0.68 -0.26
P -1.0529 0.0147 2.1401 -0.44 0.44 -0.25 0.97
C -2.3193 -1.0307 2.8877 0.16 -0.06 -0.17 -0.37
C -2.0777 -2.3387 3.3021 -0.03 0.28 0.01 -0.08
C -3.1086 -3.0822 3.8481 -0.03 -0.14 0.01 -0.05
C -4.3790 -2.5380 3.9613 0.06 0.01 -0.05 -0.04
C -4.6248 -1.2382 3.5401 -0.03 -0.08 -0.04 -0.04
C -3.6036 -0.4868 2.9931 0.27 0.10 -0.03 -0.08
C -1.2149 1.6242 2.9460 0.16 -0.26 -0.16 -0.38
C -1.5249 1.6856 4.3068 0.07 -0.04 -0.05 -0.09
C -1.6035 2.9153 4.9305 -0.03 -0.11 0.11 -0.05
C -1.3769 4.0786 4.2085 0.03 -0.03 -0.12 -0.04
C -1.0747 4.0152 2.8573 -0.01 0.11 0.02 -0.04
C -0.9906 2.7902 2.2179 0.02 -0.14 -0.08 -0.07
C 1.5262 -2.6992 3.4924 -0.64 0.19 -0.36 -0.23
C 2.2727 -2.2064 4.5638 -0.01 0.42 0.58 0.02
C 2.7559 -3.0713 5.5285 0.06 0.38 -0.16 -0.02
C 2.4965 -4.4312 5.4457 -0.03 0.02 0.02 -0.01
C 1.7532 -4.9273 4.3838 -0.21 0.02 -0.36 -0.02
C 1.2758 -4.0711 3.4094 0.14 -0.59 -0.25 0.00
P 1.2511 -0.9469 -0.2419 -0.37 0.00 -0.75 1.03
C 1.3257 -2.1270 -1.6083 -0.01 0.16 0.22 -0.38
C 2.5741 -2.5753 -2.0394 -0.05 0.01 0.10 -0.08
C 2.6410 -3.5974 -2.9668 0.11 -0.03 -0.01 -0.05
C 1.4778 -4.1673 -3.4622 -0.04 0.08 0.04 -0.04
C 0.2401 -3.6990 -3.0500 -0.07 -0.07 -0.04 -0.05
C 0.1547 -2.6758 -2.1221 0.03 0.14 0.18 -0.09
C 2.6196 0.1943 -0.4880 -0.16 -0.05 0.20 -0.37
C 3.5355 0.5490 0.5004 -0.15 -0.13 -0.14 -0.09
C 4.5279 1.4666 0.2093 0.09 0.06 0.12 -0.05
C 4.6170 2.0267 -1.0551 -0.04 -0.10 0.01 -0.03
C 3.7092 1.6673 -2.0412 0.07 0.01 0.00 -0.05
C 2.6921 0.7777 -1.7564 -0.10 -0.16 0.14 -0.10
H 1.2717 -3.0861 0.8147 0.15 0.18 0.10 0.12
H 2.7283 -2.1672 1.2394 -0.36 -0.04 0.18 0.14
H 1.3119 0.2602 2.4211 -0.15 -0.24 -0.02 0.11
H 0.5473 -0.4333 3.8896 0.02 0.01 -0.20 0.11
H -1.0903 -2.7618 3.2172 0.01 -0.13 0.03 0.07
H -2.9194 -4.0904 4.1858 -0.02 -0.07 0.01 0.11
H -5.1833 -3.1312 4.3665 -0.07 -0.05 0.11 0.12
H -5.6126 -0.8140 3.6383 -0.06 0.03 -0.03 0.12
H -3.7830 0.5276 2.6626 -0.09 0.05 0.01 0.12
H -1.7124 0.7771 4.8624 -0.05 -0.04 0.10 0.11
H -1.8482 2.9672 5.9803 -0.02 0.01 0.09 0.12
H -1.4407 5.0351 4.7028 -0.02 0.11 0.04 0.12
H -0.9126 4.9209 2.2943 0.02 0.08 -0.06 0.12
H -0.7595 2.7429 1.1617 0.04 0.08 -0.09 0.06
H 2.5121 -1.1539 4.6223 0.01 0.06 0.02 0.13
H 3.3567 -2.6808 6.3364 0.03 0.03 0.03 0.13
H 2.8727 -5.0990 6.2037 0.04 -0.09 0.08 0.13
H 1.5459 -5.9847 4.3152 -0.05 -0.04 -0.01 0.13
H 0.6899 -4.4639 2.5908 -0.08 -0.03 -0.05 0.13
H 3.4772 -2.1306 -1.6443 0.10 0.01 -0.04 0.11
H 3.6028 -3.9529 -3.2993 0.12 -0.05 -0.05 0.12
H 1.5385 -4.9752 -4.1737 0.00 -0.07 -0.11 0.12
H -0.6604 -4.1349 -3.4512 -0.12 -0.03 -0.06 0.12
H -0.8038 -2.2910 -1.7968 -0.15 -0.02 -0.08 0.07
H 3.4997 0.1008 1.4842 0.01 -0.04 0.13 0.09
H 5.2428 1.7352 0.9701 0.09 0.06 0.09 0.12
H 5.3979 2.7393 -1.2703 0.08 0.04 -0.04 0.12
H 3.8036 2.0791 -3.0347 -0.05 0.06 -0.06 0.11
H 1.9477 0.5266 -2.5011 0.03 0.01 -0.13 0.12

[2]
41
Properties=species:S:1:pos:R:3:forces:R:3:nbo_charge:R:1 method="wB97M-V/def2-TZVPD" e_lumo_ev=0.8 e_homo_ev=-9.13 charge=0 e_above_lowest_kcal_mol=29.1 smiles="COC(C/C=C/[C@H](O)COCc1ccccc1)OC"
C -4.1206 -1.4730 0.8235 0.01 -0.01 -0.03 -0.27
O -3.0527 -0.5636 1.0131 0.00 0.13 0.02 -0.55
C -1.9729 -0.7146 0.1278 0.37 -0.04 0.22 0.38
C -1.2878 -2.0897 0.2145 -0.25 0.44 -0.13 -0.48
C 0.0495 -2.0320 -0.4461 -0.07 -0.07 0.19 -0.19
C 1.2044 -2.2777 0.1515 0.02 -0.18 -0.19 -0.21
C 2.5396 -2.1727 -0.5447 -0.11 0.56 -0.23 0.03
O 3.5782 -2.7357 0.2169 0.25 -0.08 0.25 -0.71
C 2.8869 -0.7006 -0.8899 0.01 -0.48 -0.34 -0.09
O 3.4309 -0.0164 0.2174 0.13 0.13 0.08 -0.54
C 2.5027 0.4555 1.1727 0.03 0.01 0.38 -0.11
C 1.5963 1.5593 0.6853 0.03 -0.09 -0.06 0.03
C 0.3850 1.7852 1.3277 0.16 0.03 -0.03 -0.26
C -0.4532 2.8017 0.9054 -0.04 0.06 0.06 -0.20
C -0.0928 3.5967 -0.1702 -0.08 0.08 0.01 -0.23
C 1.1167 3.3822 -0.8085 0.01 0.05 -0.05 -0.20
C 1.9609 2.3733 -0.3782 0.05 -0.05 0.03 -0.24
O -2.3478 -0.5139 -1.2074 0.10 -0.38 0.06 -0.55
C -2.6904 0.8209 -1.5099 0.00 0.16 0.03 -0.26
H -4.9699 -1.0563 1.3616 -0.03 -0.09 -0.03 0.19
H -4.3673 -1.5695 -0.2369 -0.06 -0.02 0.05 0.18
H -3.8801 -2.4591 1.2328 -0.04 0.01 -0.02 0.17
H -1.2680 0.0718 0.4452 -0.17 -0.20 -0.15 0.17
H -1.9204 -2.8144 -0.3022 -0.07 -0.07 0.07 0.22
H -1.1952 -2.3680 1.2650 -0.02 -0.03 0.00 0.22
H 0.0252 -1.7359 -1.4862 0.08 0.04 -0.22 0.20
H 1.2420 -2.6010 1.1835 -0.04 -0.04 0.18 0.21
H 2.4934 -2.7360 -1.4854 0.00 0.14 0.07 0.19
H 3.9723 -2.0166 0.7326 -0.03 -0.07 -0.08 0.48
H 3.6824 -0.6884 -1.6398 -0.11 -0.02 0.01 0.20
H 2.0013 -0.1924 -1.2861 0.07 -0.04 0.00 0.18
H 1.8882 -0.3684 1.5611 0.10 0.15 0.02 0.18
H 3.1261 0.8362 1.9908 -0.14 -0.09 -0.05 0.20
H 0.1020 1.1659 2.1674 -0.06 -0.11 0.08 0.22
H -1.3931 2.9653 1.4115 -0.10 0.01 0.04 0.22
H -0.7517 4.3836 -0.5066 -0.05 0.06 -0.03 0.21
H 1.4064 4.0044 -1.6425 0.02 0.05 -0.07 0.21
H 2.9113 2.2121 -0.8654 0.07 -0.04 -0.06 0.22
H -3.0053 0.8266 -2.5512 -0.01 0.10 0.02 0.19
H -3.5070 1.1734 -0.8731 0.01 0.01 -0.06 0.18
H -1.8256 1.4817 -1.3771 -0.06 -0.01 -0.04 0.18

[3]
31
Properties=species:S:1:pos:R:3:forces:R:3:nbo_charge:R:1 method="wB97M-V/def2-TZVPD" e_lumo_ev=-3.8 e_homo_ev=-11.96 charge=+1 e_above_lowest_kcal_mol=69.3
C 2.0078 2.3477 -0.7448 1.35 -0.05 0.84 -0.39
C 1.1905 1.3577 -0.5872 -3.84 -1.78 0.14 0.17
C 0.3720 0.5906 -1.6775 1.91 2.28 1.11 0.00
C 0.6176 1.1172 -3.0709 -1.55 -1.67 -0.75 -0.66
C -0.3492 -0.4788 -1.3576 1.16 0.31 -0.75 0.02
C -1.2030 -1.1710 -2.3227 -0.27 -0.42 0.48 -0.63
C -0.3041 -1.0466 -0.0254 -1.22 -0.27 1.13 -0.17
C -0.7056 -2.2667 0.4274 -0.18 1.15 1.27 0.01
C -0.8441 -3.5630 -0.2692 -0.52 1.55 1.64 -0.67
C -0.1118 -0.0260 1.0010 -0.28 -0.64 -0.56 0.47
N -0.5864 -0.0386 2.2352 -0.56 -1.30 0.51 -0.46
C -0.1334 1.0352 2.8166 -0.44 -0.08 0.53 0.46
C -0.2971 1.3743 4.2354 4.04 0.59 -0.15 -0.66
N 0.5704 1.7479 1.9571 0.94 0.87 -1.05 -0.33
N 0.5977 1.0681 0.7636 0.61 -0.03 -0.92 -0.16
H 2.4945 2.7454 0.1025 0.23 0.80 0.94 0.21
H 2.5096 2.5535 -1.6357 0.17 0.38 -1.51 0.24
H 1.6743 1.2393 -3.2354 0.32 -0.19 -0.37 0.23
H 0.0924 1.9623 -3.4819 -0.14 1.15 0.93 0.25
H 0.1258 0.3830 -3.7575 1.36 0.12 0.32 0.23
H -0.8018 -2.1528 -2.3388 0.19 -1.08 -0.79 0.23
H -1.2995 -0.7614 -3.3074 -0.03 0.23 -0.25 0.24
H -2.1568 -1.2803 -1.8354 -0.75 0.02 -0.17 0.23
H -1.0317 -2.2345 1.4841 0.82 -0.25 -0.40 0.23
H 0.0791 -3.9170 -0.5493 2.09 -0.94 -0.94 0.24
H -1.4761 -3.4032 -1.0474 -1.43 0.17 -2.90 0.23
H -1.3676 -4.2820 0.2785 -0.39 -1.07 1.43 0.24
H 0.7502 1.2175 4.7146 -1.81 -0.27 -0.46 0.26
H -0.4203 2.4063 4.3908 -0.48 1.53 -0.03 0.25
H -1.0514 0.8700 4.7162 -1.51 -1.49 0.94 0.27
H 1.0580 2.6057 2.1212 0.23 0.35 -0.22 0.44

[4]
13
Properties=species:S:1:pos:R:3:forces:R:3:nbo_charge:R:1 method="wB97M-V/def2-TZVPD" e_lumo_ev=1.0 e_homo_ev=-9.80 charge=0 e_above_lowest_kcal_mol=26.1 smiles=C[C@H]1C[C@H]1O
C -0.9706 -0.7325 -0.9090 -0.01 -0.06 0.02 -0.61
C -0.1182 0.4574 -0.5315 0.06 -0.11 -0.05 -0.25
C -0.1834 1.0425 0.8587 -0.03 -0.17 0.36 -0.44
C 1.0388 0.3135 0.4305 0.23 0.05 -0.06 0.07
O 1.1974 -0.8960 1.1402 0.15 -0.07 -0.42 -0.71
H -1.0744 -1.4193 -0.0634 0.01 0.09 -0.12 0.22
H -0.5325 -1.2873 -1.7480 -0.06 0.08 0.11 0.20
H -1.9763 -0.4182 -1.2090 0.15 -0.02 0.05 0.21
H 0.0465 1.1658 -1.3473 0.01 -0.12 0.31 0.21
H -0.6545 0.3808 1.5971 -0.34 0.76 -0.25 0.23
H -0.1802 2.1208 1.0231 -0.06 -0.41 0.00 0.22
H 1.9687 0.8498 0.2452 -0.17 -0.08 -0.06 0.18
H 1.4469 -1.5867 0.5142 0.05 0.07 0.09 0.47

[5]
51
Properties=species:S:1:pos:R:3:forces:R:3:nbo_charge:R:1 method="wB97M-V/def2-TZVPD" e_lumo_ev=-0.2 e_homo_ev=-8.83 charge=0 e_above_lowest_kcal_mol=24.8
Rh -0.0517 -0.5998 1.2953 -1.30 -0.29 -0.02 1.03
C -1.0549 0.0970 -4.0940 0.01 -0.01 0.00 -0.40
N -0.8799 -0.6562 -2.8659 -0.02 -0.03 0.00 -0.32
C -1.4418 -1.8745 -2.5942 0.00 0.00 0.01 -0.06
C -1.1420 -2.1673 -1.2943 0.09 0.02 -0.01 -0.03
N -0.4111 -1.1416 -0.7816 -0.03 -0.13 -0.03 -0.48
C -0.2627 -0.2439 -1.7319 -0.03 0.02 -0.01 0.07
P 0.5465 1.3537 -1.4531 0.13 -0.02 -0.02 0.76
C 1.8929 0.7694 -0.3684 -0.08 -0.03 0.02 0.08
N 1.7396 0.0550 0.7429 0.26 -0.15 0.07 -0.36
C 2.9720 -0.1435 1.2903 -0.05 -0.05 -0.05 -0.03
C 3.8938 0.4622 0.4915 0.00 0.04 0.02 -0.07
N 3.2064 1.0359 -0.5458 0.03 -0.01 -0.01 -0.32
C 3.7999 1.7619 -1.6569 0.00 -0.01 0.00 -0.40
C -0.4964 1.9286 -0.0867 -0.05 0.03 0.00 0.09
N -0.6769 1.2529 1.0371 0.15 0.20 -0.06 -0.37
C -1.5420 1.9565 1.8201 -0.03 -0.02 0.01 -0.04
C -1.8958 3.0855 1.1464 -0.01 0.00 0.02 -0.05
N -1.2279 3.0629 -0.0473 -0.01 -0.03 -0.01 -0.31
C -1.3975 4.0199 -1.1268 0.00 0.01 -0.01 -0.40
H -1.2430 -0.5990 -4.9073 0.01 0.00 -0.01 0.22
H -1.9004 0.7788 -4.0066 0.00 0.00 0.00 0.22
H -0.1521 0.6615 -4.3171 0.00 0.01 0.01 0.22
H -2.0090 -2.4132 -3.3327 0.00 0.01 -0.01 0.23
H -1.4208 -3.0125 -0.6878 -0.01 0.00 0.00 0.26
H 3.1003 -0.7331 2.1781 0.00 -0.03 0.00 0.26
H 4.9645 0.5267 0.5669 0.00 0.00 -0.01 0.23
H 4.8599 1.8858 -1.4547 0.00 0.00 0.00 0.23
H 3.6790 1.2078 -2.5861 0.00 0.00 0.00 0.22
H 3.3419 2.7435 -1.7587 0.00 0.00 0.00 0.22
H -1.8790 1.5853 2.7705 0.01 0.00 0.01 0.26
H -2.5702 3.8814 1.4065 0.00 0.00 0.00 0.23
H -1.8449 4.9223 -0.7194 0.01 0.01 0.00 0.23
H -0.4335 4.2694 -1.5645 0.00 -0.01 0.00 0.22
H -2.0545 3.6134 -1.8945 -0.01 0.00 0.00 0.22
O -4.3110 0.2120 1.4887 0.02 -0.02 0.02 -0.83
Cl -3.4068 -0.5907 0.7241 -0.10 0.01 -0.15 2.55
O -2.9216 0.1618 -0.4153 0.03 0.07 0.12 -0.89
O -4.0181 -1.8029 0.2837 0.04 0.05 0.04 -0.82
O -2.2696 -0.9429 1.6075 0.39 0.07 0.13 -0.85
C 0.2862 -0.1795 3.2412 -0.14 -0.06 -0.03 -0.76
H 1.0246 -0.8933 3.6089 0.02 0.00 0.04 0.20
H -0.6607 -0.3427 3.7612 0.04 0.01 0.06 0.20
H 0.6343 0.8419 3.4066 0.03 0.00 0.01 0.18
F 2.0995 -5.3008 1.6831 -0.02 0.00 0.01 -0.32
C 0.8859 -4.8528 2.0278 -0.01 -0.01 -0.01 0.89
F 0.7252 -5.0990 3.3399 0.00 -0.02 0.02 -0.32
F -0.0161 -5.5922 1.3625 -0.01 -0.03 -0.01 -0.32
C 0.7000 -3.3460 1.7362 0.36 0.13 -0.13 0.68
O 1.7049 -2.6889 1.4240 -0.06 -0.16 0.11 -0.71
O -0.4651 -2.9167 1.8504 0.35 0.44 -0.13 -0.69